(1)
DFT (ωB97M-V/def2-TZVPD) results for a structure of composition C11H14NO2 in a non-equilibrium geometry.

Geometry as XYZ:
```
28
Properties=species:S:1:pos:R:3
C -2.85 -0.07 -0.48
C -1.25 -1.78 0.30
C -3.81 -1.08 -0.53
C -2.17 -2.75 0.15
C -1.54 -0.44 0.07
C -3.57 -2.40 -0.18
C 3.95 0.05 -0.24
C 2.54 2.58 -0.31
C 2.81 1.91 1.04
C 1.65 1.58 0.38
C -0.43 0.42 0.14
N 0.49 1.00 0.44
O -4.48 -3.37 -0.16
O 2.69 0.12 -0.84
H -2.84 0.94 -0.94
H -0.24 -2.02 0.58
H -4.81 -0.83 -0.65
H -1.84 -3.81 0.13
H 4.92 0.39 -0.84
H 4.28 -0.89 0.21
H 2.26 3.59 -0.36
H 3.08 2.02 -1.09
H 3.88 0.72 0.63
H 3.04 2.07 2.09
H -2.38 3.22 0.76
H -2.21 2.69 1.33
H 2.76 0.30 -1.79
H -3.94 -4.14 0.16
```

As for the total charge: +1. The HOMO energy (spin up / spin down) is -11.805 / -11.805 eV. The spin multiplicity is 1.

***

(2)
DFT (ωB97M-V/def2-TZVPD) results for a cluster of 2 separate species, C11H14NP in total in a non-equilibrium geometry.

Geometry as XYZ:
```
27
Properties=species:S:1:pos:R:3
C -2.04 3.59 0.41
C -1.09 3.79 -0.57
C -1.98 2.34 1.11
C -0.16 2.81 -0.95
C -1.02 1.38 0.82
C -0.06 1.57 -0.22
C 1.91 -1.59 -0.39
C 1.16 -0.63 0.19
C 1.34 -3.47 1.21
C 2.14 -3.00 0.05
C 0.91 0.57 -0.57
N -1.10 -0.90 -1.91
P -2.40 -0.51 -1.34
H -2.77 4.45 0.41
H -1.49 4.60 -1.20
H -2.66 2.17 1.99
H 0.47 2.86 -1.74
H -0.95 0.54 1.51
H 2.41 -1.34 -1.31
H 0.57 -0.81 1.00
H 0.34 -3.65 0.87
H 1.37 -2.69 2.09
H 1.47 -4.47 1.57
H 3.22 -3.04 0.27
H 1.92 -3.59 -0.83
H 1.52 0.70 -1.51
H -3.02 -1.72 -0.95
```

The HOMO energy (spin up / spin down) is -6.691 / -8.842 eV. The spin multiplicity is 1.

***

(3)
DFT (ωB97M-V/def2-TZVPD) results for an isolated molecule of C11H14NP in a non-equilibrium geometry.

Geometry as XYZ:
```
27
Properties=species:S:1:pos:R:3
C -0.91 1.32 3.81
C 0.11 0.42 3.50
C -1.74 1.98 2.90
C 0.29 0.18 2.17
C -1.50 1.68 1.57
C -0.38 0.93 1.26
C 1.47 -0.83 -1.32
C 0.41 -0.61 -0.54
C 1.13 -1.68 -3.39
C 1.61 -2.15 -2.05
C 0.01 0.77 -0.16
N -1.23 1.29 -1.16
P -2.10 0.18 -1.78
H -1.11 1.58 4.90
H 0.71 -0.11 4.11
H -2.56 2.50 3.15
H 1.03 -0.54 1.87
H -2.24 2.05 0.75
H 2.30 -0.08 -1.49
H -0.21 -1.49 -0.27
H 0.16 -1.29 -3.51
H 1.48 -2.45 -4.11
H 1.90 -0.92 -3.42
H 0.98 -2.90 -1.56
H 2.64 -2.41 -2.22
H 0.73 1.46 -0.43
H -2.96 1.10 -2.61
```

The HOMO energy is -8.743 eV. The spin multiplicity is 1. Its SMILES is [H]/P=N/[C@H](/C=C/CC)c1ccccc1.

***

(4)
DFT (ωB97M-V/def2-TZVPD) results for an isolated molecule of C11H14O in a non-equilibrium geometry.

Geometry as XYZ:
```
26
Properties=species:S:1:pos:R:3
C -3.48 -0.04 -0.34
C -3.22 1.19 0.19
C -2.62 -1.08 -0.28
C -1.90 1.39 0.55
C -1.21 -0.87 -0.07
C -0.84 0.53 0.19
C -0.46 -1.98 0.20
C 0.55 0.81 0.06
C 2.82 0.48 -1.30
C 2.51 -0.53 1.03
C 1.72 -0.10 -0.25
O 1.02 2.02 0.12
H -4.58 -0.37 -0.57
H -4.02 1.89 0.25
H -3.00 -2.10 -0.45
H -1.54 2.33 0.92
H 0.37 -1.84 0.91
H -0.72 -2.93 -0.19
H 2.38 0.17 -2.26
H 3.72 -0.03 -0.99
H 2.93 1.51 -1.25
H 1.65 -0.87 1.67
H 3.08 0.28 1.45
H 3.23 -1.36 0.79
H 1.36 -1.08 -0.77
H 0.23 2.59 0.37
```

The HOMO energy (spin up / spin down) is -6.752 / -6.755 eV. The spin multiplicity is 1. Its SMILES is C=c1cccc/c1=C(\O)C(C)C.

***

In eV, the ΔE to the lowest compared entry with this formula, charge and spin values for the records above are, in order, 9.1030, 4.8186, 3.2673, 2.6718.